The following is a DFT calculation (the ωB97M-V functional and the def2-TZVPD basis) of a 11-piece molecular cluster, C28H45F13N10O23S overall.

As for the molecular weight: 1168.8 g/mol. Its SMILES is O=C(C[C@H]1C(=O)OC[C@H]1CCC(F)(F)C(F)(F)C(F)(F)C(F)(F)S(F)(F)(F)(F)F)c1ccccc1.C[N+](=O)[O-].C[N+](=O)[O-].C[N+](=O)[O-].C[N+](=O)[O-].C[N+](=O)[O-].C[N+](=O)[O-].C[N+](=O)[O-].C[N+](=O)[O-].C[N+](=O)[O-].C[N+](=O)[O-]. As for the HOMO energy: -0.3498 Eh. As for the gap between HOMO and LUMO: 9.50 eV. The LUMO energy comes out at -0.023 eV.

```
! RIJCOSX wB97M-V def2-TZVPD def2/J DEFGRID3
* xyz 0 1
O 1.01 0.86 1.90
C 1.26 1.49 0.90
C 0.35 1.45 -0.31
C -0.73 0.37 -0.16
C -1.98 0.95 -0.86
O -2.93 1.45 -0.38
O -1.80 0.81 -2.20
C -0.87 -0.25 -2.40
C -0.61 -0.89 -1.02
C 0.74 -1.62 -1.08
C 0.58 -3.10 -0.69
C 0.89 -3.37 0.79
F 0.02 -4.30 1.24
F 0.74 -2.24 1.49
C 2.33 -3.88 0.95
F 2.54 -4.97 0.21
F 3.11 -2.91 0.44
C 2.90 -4.11 2.39
F 2.96 -2.95 3.01
F 4.17 -4.51 2.19
C 2.21 -5.25 3.22
F 3.17 -5.99 3.77
F 1.55 -6.06 2.40
S 1.07 -4.70 4.64
F 2.29 -3.93 5.26
F 0.63 -3.44 3.81
F -0.17 -5.49 4.06
F 1.44 -5.98 5.48
F 0.18 -4.20 5.83
C 2.49 2.32 0.81
C 3.36 2.13 -0.25
C 4.53 2.87 -0.30
C 4.81 3.80 0.69
C 3.92 3.99 1.72
C 2.76 3.25 1.80
H -0.13 2.41 -0.42
H 0.96 1.29 -1.20
H -1.07 0.22 0.85
H -1.21 -0.99 -3.12
H 0.03 0.19 -2.80
H -1.46 -1.50 -0.75
H 1.06 -1.62 -2.12
H 1.52 -1.10 -0.53
H 1.17 -3.72 -1.34
H -0.46 -3.36 -0.82
H 3.13 1.41 -1.01
H 5.21 2.71 -1.12
H 5.73 4.34 0.62
H 4.12 4.72 2.49
H 2.06 3.39 2.60
C -5.73 2.70 0.19
N -6.92 3.52 -0.14
O -7.16 3.73 -1.32
O -7.59 3.95 0.77
H -5.25 2.41 -0.74
H -5.07 3.31 0.79
H -6.06 1.84 0.74
C -1.33 -6.75 -0.39
N -1.85 -6.49 -1.76
O -2.47 -5.47 -1.95
O -1.61 -7.33 -2.60
H -1.62 -5.92 0.25
H -1.76 -7.68 -0.04
H -0.25 -6.82 -0.46
C -5.02 5.85 -1.77
N -3.53 5.72 -1.82
O -2.95 5.46 -0.78
O -3.00 5.89 -2.89
H -5.34 5.67 -0.75
H -5.27 6.85 -2.10
H -5.43 5.11 -2.45
C -1.36 -6.95 -6.15
N -0.15 -6.10 -6.28
O 0.74 -6.48 -7.01
O -0.13 -5.08 -5.63
H -1.24 -7.82 -6.78
H -1.46 -7.23 -5.10
H -2.21 -6.35 -6.47
C -4.02 1.99 4.87
N -4.81 2.31 3.64
O -5.37 3.38 3.59
O -4.81 1.48 2.75
H -4.10 2.82 5.56
H -4.44 1.08 5.29
H -3.00 1.83 4.56
C -2.28 -3.76 -9.26
N -3.19 -4.90 -9.00
O -3.44 -5.17 -7.84
O -3.63 -5.49 -9.96
H -1.97 -3.34 -8.31
H -1.43 -4.15 -9.82
H -2.82 -3.04 -9.86
C 5.67 8.71 1.79
N 4.77 7.56 2.08
O 4.65 7.20 3.23
O 4.21 7.05 1.13
H 6.09 9.05 2.73
H 6.44 8.36 1.12
H 5.07 9.48 1.32
C 0.51 7.07 3.52
N 1.63 6.59 4.37
O 2.08 7.35 5.20
O 2.02 5.46 4.16
H 0.27 8.08 3.81
H 0.85 7.02 2.48
H -0.33 6.40 3.68
C 4.15 -3.69 -3.56
N 2.91 -2.91 -3.82
O 1.84 -3.45 -3.60
O 3.05 -1.78 -4.23
H 3.86 -4.67 -3.20
H 4.69 -3.76 -4.50
H 4.72 -3.14 -2.82
C 0.76 1.57 5.82
N -0.49 2.37 5.87
O -1.49 1.86 6.33
O -0.44 3.50 5.43
H 0.55 0.59 6.25
H 1.06 1.49 4.78
H 1.51 2.10 6.40
*
```


The following is a DFT calculation (the ωB97M-V functional and the def2-TZVPD basis) of C28H45N3O3S6Si3Tl as an isolated structure.

As for the molecular weight: 952.7 g/mol. As for the HOMO energy (alpha / beta): -0.1540 / -0.1540 Eh. As for the gap between HOMO and LUMO (alpha / beta): 3.58 / 3.75 eV. The LUMO energy (alpha / beta) comes out at -0.606 / -0.439 eV.

```
! RIJCOSX wB97M-V def2-TZVPD def2/J DEFGRID3
* xyz -1 1
Tl 9.30 11.54 12.43
S 4.95 12.71 17.15
S 4.39 10.94 16.45
S 4.50 10.98 14.48
S 3.53 9.45 13.84
O 13.55 16.04 12.94
C 13.92 15.36 11.83
C 15.12 15.79 11.21
C 15.61 15.08 10.09
C 14.88 14.05 9.56
C 13.77 13.57 10.23
C 13.29 14.21 11.40
C 12.00 13.69 12.07
O 11.30 12.81 11.46
N 11.71 14.23 13.20
N 10.44 13.85 13.71
C 10.23 14.14 14.91
S 8.55 13.77 15.54
C 8.80 14.51 17.09
C 10.25 14.31 17.54
S 11.30 14.84 16.11
H 12.89 15.47 13.37
H 15.54 16.69 11.57
H 16.61 15.33 9.64
H 15.39 13.59 8.71
H 13.25 12.71 9.94
H 8.10 14.04 17.80
H 8.54 15.59 17.10
H 10.36 13.22 17.73
H 10.41 14.84 18.52
C 8.06 8.62 14.02
Si 9.90 8.49 13.81
C 10.30 6.67 14.11
C 10.37 9.43 15.46
C 10.71 9.36 12.33
Si 12.58 9.59 12.56
C 13.17 10.03 10.73
C 13.10 11.07 13.64
C 13.61 8.09 13.12
Si 10.14 8.48 10.82
C 8.29 8.05 10.92
C 11.02 6.99 10.33
C 10.08 9.79 9.40
C 10.82 9.63 8.25
C 11.05 10.71 7.43
C 10.38 11.92 7.80
C 9.57 12.01 8.92
N 9.48 10.97 9.77
H 7.46 7.90 13.44
H 7.57 9.58 13.77
H 7.81 8.49 15.09
H 9.60 6.36 14.88
H 11.26 6.37 14.55
H 10.03 6.08 13.25
H 9.81 9.04 16.27
H 10.09 10.50 15.31
H 11.39 9.57 15.70
H 12.46 10.78 10.61
H 12.93 9.17 10.11
H 14.24 10.35 10.49
H 12.19 11.64 13.79
H 13.86 11.66 13.22
H 13.52 10.73 14.64
H 13.52 7.36 12.33
H 13.10 7.63 14.01
H 14.63 8.25 13.36
H 8.01 7.33 11.67
H 7.77 7.79 9.94
H 7.85 8.97 11.31
H 10.88 6.37 11.30
H 12.10 7.16 10.24
H 10.52 6.55 9.52
H 11.29 8.64 8.04
H 11.80 10.73 6.67
H 10.42 12.85 7.18
H 9.10 13.04 9.12
C 10.96 16.65 9.79
C 9.95 16.62 10.96
C 9.21 15.31 10.68
O 9.32 15.09 9.26
C 10.70 15.33 9.06
H 11.90 16.69 10.25
H 10.76 17.50 9.14
H 9.40 17.56 10.96
H 10.55 16.60 11.91
H 8.11 15.34 10.94
H 9.68 14.43 11.16
H 10.82 15.41 8.00
H 11.38 14.52 9.40
*
```


The following is a DFT calculation (the ωB97M-V functional and the def2-TZVPD basis) of C28H46AuGeN7O3Se as an isolated structure.

As for the molecular weight: 877.3 g/mol. As for the HOMO energy (alpha / beta): -0.5615 / -0.5615 Eh. As for the gap between HOMO and LUMO (alpha / beta): 7.25 / 3.14 eV. The LUMO energy (alpha / beta) comes out at -8.030 / -12.137 eV.

```
! RIJCOSX wB97M-V def2-TZVPD def2/J DEFGRID3
* xyz 3 4
Au -0.67 0.04 -1.43
C 0.77 3.04 2.80
C -0.51 2.22 2.92
C -1.74 3.10 3.00
C -0.43 1.25 4.09
O -0.57 1.44 1.67
Ge -1.84 0.28 1.33
O -2.33 0.88 -0.39
C -3.74 0.79 -0.88
C -3.88 -0.46 -1.72
C -4.65 0.74 0.34
C -3.99 2.06 -1.67
O -0.99 -1.10 0.54
C -0.77 -2.46 1.13
C -2.14 -3.03 1.44
C 0.07 -2.30 2.38
C -0.06 -3.28 0.07
H 0.90 3.65 3.68
H 0.72 3.70 1.93
H 1.63 2.38 2.70
H -1.71 3.72 3.90
H -2.65 2.49 3.06
H -1.81 3.76 2.14
H -0.32 1.79 5.03
H 0.43 0.58 3.98
H -1.35 0.66 4.17
H -3.60 -1.35 -1.16
H -3.26 -0.40 -2.62
H -4.91 -0.58 -2.06
H -4.53 -0.20 0.89
H -5.69 0.77 0.02
H -4.49 1.59 1.00
H -3.30 2.12 -2.53
H -3.86 2.94 -1.05
H -5.00 2.07 -2.07
H -2.67 -2.41 2.17
H -2.05 -4.03 1.87
H -2.75 -3.11 0.53
H -0.45 -1.70 3.13
H 1.03 -1.83 2.16
H 0.27 -3.27 2.82
H -0.63 -3.28 -0.87
H 0.05 -4.31 0.40
H 0.94 -2.89 -0.12
C 2.42 -0.15 0.00
C 2.16 -0.93 -1.24
N 1.09 -0.84 -2.02
C 1.24 -1.75 -3.06
C 2.42 -2.38 -2.90
N 3.00 -1.84 -1.76
C 4.18 -2.40 -1.10
N 3.79 -3.36 -0.11
N 3.14 -4.48 -0.54
N 2.74 -5.14 0.47
C 3.12 -4.47 1.62
C 2.92 -4.81 2.96
C 3.41 -3.93 3.90
C 4.09 -2.75 3.53
C 4.30 -2.41 2.21
C 3.78 -3.31 1.26
H 1.54 0.41 0.30
H 3.25 0.54 -0.14
H 2.68 -0.82 0.82
H 0.49 -1.89 -3.82
H 2.90 -3.16 -3.46
H 4.76 -1.61 -0.63
H 4.79 -2.87 -1.87
H 2.43 -5.73 3.24
H 3.30 -4.15 4.96
H 4.48 -2.11 4.30
H 4.87 -1.53 1.94
C -0.96 3.60 -6.05
N -0.61 3.96 -4.66
C -0.35 5.21 -4.24
C -0.10 5.14 -2.88
N -0.20 3.85 -2.52
C 0.00 3.36 -1.15
C -0.53 3.10 -3.61
Se -0.88 1.32 -3.75
H -0.73 4.45 -6.69
H -2.02 3.36 -6.11
H -0.36 2.75 -6.36
H -0.36 6.06 -4.90
H 0.16 5.93 -2.19
H 0.43 4.17 -0.56
H 0.70 2.53 -1.16
H -0.95 3.05 -0.72
*
```


The following is a DFT calculation (the ωB97M-V functional and the def2-TZVPD basis) of a 9-piece molecular cluster, C28H46Br8O15 overall.

As for the molecular weight: 1261.9 g/mol. Its SMILES is C[C@H]1COC(=O)O1.C[C@H]1COC(=O)O1.C[C@H]1COC(=O)O1.C[C@H]1COC(=O)O1.C[C@H]1COC(=O)O1.BrCCBr.BrCCBr.BrCCBr.BrCCBr. As for the HOMO energy: -0.3633 Eh. As for the gap between HOMO and LUMO: 9.84 eV. The LUMO energy comes out at -0.047 eV.

```
! RIJCOSX wB97M-V def2-TZVPD def2/J DEFGRID3
* xyz 0 1
C 0.81 -6.05 1.42
C 1.60 -5.15 2.39
C 3.08 -5.29 2.16
O 3.64 -4.01 2.02
C 2.59 -3.11 2.02
O 2.70 -1.83 2.06
O 1.39 -3.79 2.02
H 0.81 -7.01 1.94
H 1.23 -6.16 0.42
H -0.25 -5.78 1.42
H 1.37 -5.43 3.42
H 3.19 -5.93 1.29
H 3.52 -5.86 2.98
C 0.23 3.72 4.93
C 0.33 3.29 3.54
C -0.85 3.51 2.66
O -0.28 3.94 1.41
C 0.98 4.30 1.59
O 1.75 4.69 0.71
O 1.32 4.04 2.87
H -0.43 3.16 5.59
H 0.00 4.78 5.05
H 1.19 3.53 5.42
H 0.70 2.27 3.50
H -1.48 4.30 3.08
H -1.50 2.65 2.49
C -4.01 3.12 -2.55
C -3.94 3.19 -1.06
C -2.69 3.86 -0.45
O -3.22 4.57 0.62
C -4.47 4.77 0.38
O -5.16 5.50 1.10
O -4.94 4.03 -0.61
H -3.37 2.39 -3.05
H -3.63 4.10 -2.83
H -5.01 3.00 -2.96
H -4.08 2.23 -0.57
H -2.18 4.61 -1.06
H -1.91 3.19 -0.09
C -1.84 -2.97 2.67
C -2.03 -1.44 2.87
C -2.71 -1.03 4.14
O -1.67 -0.42 4.92
C -0.51 -0.35 4.24
O 0.56 0.04 4.67
O -0.73 -0.98 3.02
H -1.26 -3.43 3.47
H -1.39 -3.25 1.72
H -2.84 -3.41 2.64
H -2.57 -1.02 2.02
H -3.24 -1.89 4.56
H -3.47 -0.28 3.91
C 4.22 1.30 0.90
C 4.86 0.78 -0.45
C 5.14 -0.70 -0.51
O 4.66 -1.06 -1.82
C 3.74 -0.20 -2.17
O 2.95 -0.19 -3.06
O 3.74 0.82 -1.27
H 3.66 2.23 0.82
H 4.98 1.46 1.67
H 3.49 0.56 1.25
H 5.60 1.43 -0.91
H 4.63 -1.21 0.31
H 6.19 -0.96 -0.47
Br -3.15 -0.67 -1.96
C -4.90 -0.83 -0.99
C -6.03 -0.90 -1.94
Br -7.74 -1.10 -0.94
H -5.04 0.10 -0.45
H -4.81 -1.70 -0.35
H -5.94 -1.73 -2.64
H -6.15 0.01 -2.52
Br 3.75 -4.04 -6.11
C 2.19 -3.37 -5.00
C 1.26 -2.53 -6.00
Br -0.34 -2.00 -4.97
H 2.68 -2.73 -4.27
H 1.66 -4.15 -4.45
H 0.95 -3.16 -6.83
H 1.77 -1.66 -6.40
Br 3.66 3.35 -5.13
C 1.76 2.78 -4.89
C 1.37 2.80 -3.40
Br -0.53 2.02 -3.33
H 1.69 1.76 -5.27
H 1.21 3.49 -5.52
H 1.31 3.80 -2.96
H 2.04 2.17 -2.82
Br -0.56 0.91 0.41
C 0.73 -0.53 -0.06
C 0.32 -1.22 -1.38
Br 1.55 -2.78 -1.66
H 0.73 -1.18 0.81
H 1.71 -0.06 -0.14
H 0.35 -0.44 -2.14
H -0.67 -1.59 -1.10
*
```


The following is a DFT calculation (the ωB97M-V functional and the def2-TZVPD basis) of C28H46BrN3P2V as an isolated structure.

As for the molecular weight: 617.5 g/mol. As for the HOMO energy (alpha / beta): -0.6418 / -0.6419 Eh. As for the gap between HOMO and LUMO (alpha / beta): 3.32 / 3.38 eV. The LUMO energy (alpha / beta) comes out at -14.140 / -14.087 eV.

```
! RIJCOSX wB97M-V def2-TZVPD def2/J DEFGRID3
* xyz 4 2
N -6.71 5.10 -4.95
C -6.55 5.59 -3.72
C -5.68 5.01 -2.78
C -5.00 3.81 -3.08
C -5.24 3.28 -4.38
C -6.08 3.97 -5.27
C -4.08 3.17 -2.14
V 0.02 0.13 0.64
P 5.33 -0.79 0.31
C -3.40 2.03 -2.41
C -2.25 1.60 -1.64
C -1.11 1.17 -2.37
C 0.15 1.45 -1.83
C 0.14 1.72 -0.49
C -0.99 1.94 0.40
C -2.24 1.79 -0.25
Br 2.32 0.48 0.13
H -3.95 3.69 -1.19
H -3.60 1.44 -3.32
H -5.55 5.52 -1.84
H -4.77 2.38 -4.75
H -7.12 6.50 -3.50
H -6.22 3.61 -6.30
H -1.28 0.78 -3.39
H -3.19 1.96 0.26
H 1.05 1.42 -2.44
H -0.88 2.40 1.39
P -0.54 -2.02 0.19
C 5.39 1.05 0.37
C 6.73 1.68 -0.02
H 5.13 1.33 1.40
H 4.59 1.44 -0.29
H 6.70 2.74 0.24
H 7.56 1.22 0.53
H 6.91 1.61 -1.10
C 4.59 -1.23 -1.31
C 5.48 -2.28 -1.98
H 4.54 -0.31 -1.92
H 3.56 -1.58 -1.18
H 5.20 -2.40 -3.04
H 6.53 -1.97 -1.94
H 5.37 -3.26 -1.49
C 4.22 -1.44 1.61
C 5.08 -1.93 2.78
H 3.62 -2.27 1.21
H 3.52 -0.65 1.91
H 4.53 -2.67 3.37
H 5.99 -2.42 2.39
H 5.37 -1.11 3.44
C -0.49 -3.28 1.51
C -1.46 -4.43 1.37
H -0.63 -2.76 2.46
H 0.55 -3.64 1.51
H -2.44 -4.19 1.78
H -1.61 -4.76 0.33
H -1.09 -5.30 1.92
C 0.57 -2.61 -1.14
C 0.04 -2.43 -2.55
H 0.79 -3.67 -0.92
H 1.52 -2.05 -1.03
H -0.93 -2.93 -2.70
H -0.07 -1.37 -2.82
H 0.74 -2.87 -3.26
C -2.23 -1.89 -0.47
C -3.30 -1.45 0.53
H -2.47 -2.88 -0.89
H -2.18 -1.17 -1.30
H -3.93 -0.67 0.09
H -3.96 -2.29 0.79
H -2.90 -1.04 1.47
C 0.36 0.84 5.67
N -0.68 0.16 4.89
C -1.93 -0.23 5.57
C -0.52 0.05 3.62
N -0.10 0.11 2.51
H 0.06 0.78 6.71
H 0.46 1.89 5.37
H 1.34 0.37 5.53
H -2.77 0.41 5.24
H -2.18 -1.27 5.34
H -1.76 -0.11 6.64
*
```